# 1
{"formula": "C18H31ClInNO2P2", "method": "ωB97M-V/def2-TZVPD", "elements": ["C", "C", "N", "C", "C", "C", "C", "P", "In", "P", "C", "O", "O", "H", "H", "H", "C", "C", "H", "H", "H", "H", "C", "C", "H", "H", "H", "H", "H", "H", "H", "H", "H", "H", "H", "H", "H", "H", "H", "H", "H", "H", "Cl", "C", "C", "C", "C", "C", "C", "C", "H", "H", "H", "H", "H", "H"], "coordinates": [[4.151, -1.147, -1.261], [2.999, -0.709, -0.524], [1.835, -0.499, -1.196], [1.663, -0.973, -2.423], [2.738, -1.502, -3.175], [3.998, -1.542, -2.578], [3.014, -0.685, 0.884], [1.530, -0.598, 1.833], [-0.677, 0.088, 0.413], [-0.941, 0.085, -2.211], [0.272, -1.002, -3.051], [4.077, 2.270, 1.004], [1.577, 3.274, 2.195], [5.102, -1.135, -0.741], [2.547, -1.871, -4.169], [4.864, -1.914, -3.144], [1.473, -2.364, 2.341], [1.724, 0.288, 3.435], [0.322, -0.726, -4.109], [-0.122, -2.027, -2.998], [3.763, 1.385, 1.131], [3.970, -0.697, 1.362], [-2.561, -0.574, -2.745], [-0.748, 1.618, -3.168], [0.100, 1.936, 0.080], [1.223, 3.960, 1.587], [2.104, 2.774, 1.472], [4.326, 2.415, 0.103], [-0.565, -1.597, 0.006], [-0.302, 2.211, -0.514], [2.383, -2.565, 2.932], [0.567, -2.606, 2.915], [1.520, -2.976, 1.427], [2.723, 0.061, 3.844], [1.610, 1.377, 3.261], [0.956, -0.082, 4.141], [-1.008, 1.447, -4.222], [-1.411, 2.393, -2.764], [0.295, 1.957, -3.119], [-2.682, -0.464, -3.835], [-2.652, -1.636, -2.470], [-3.364, -0.013, -2.240], [-3.089, -1.813, 1.170], [-4.068, -0.469, 1.660], [-5.449, -0.697, 1.779], [-6.281, 0.338, 2.205], [-5.743, 1.615, 2.446], [-4.377, 1.819, 2.277], [-3.489, 0.793, 1.939], [-2.033, 0.996, 1.969], [-5.835, -1.676, 1.564], [-7.350, 0.147, 2.353], [-6.386, 2.419, 2.777], [-3.952, 2.827, 2.450], [-1.580, 0.526, 2.851], [-1.761, 2.056, 1.979]], "mulliken_charge": [-1.199, 1.154, 0.049, 0.488, -0.928, -0.348, -1.877, 0.798, 1.196, 0.767, -1.150, -0.716, -0.624, 0.403, 0.451, 0.358, -1.385, -1.160, 0.513, 0.413, 0.300, 0.483, -1.312, -1.410, -0.093, 0.336, 0.257, 0.311, -0.434, 0.191, 0.411, 0.397, 0.310, 0.394, 0.262, 0.399, 0.441, 0.383, 0.372, 0.408, 0.330, 0.379, -0.150, 0.780, -0.716, -0.364, -0.676, -0.470, 0.516, -1.508, 0.445, 0.341, 0.391, 0.297, 0.394, 0.401], "spin_multiplicity": 1, "e_lumo_ev": 0.1, "e_above_lowest_kcal_mol": 0.0, "homo_energy_ev": -6.17, "homo_lumo_gap_ev": 6.3}

=====

# 2
{"formula": "C6H14OS", "method": "ωB97M-V/def2-TZVPD", "elements": ["C", "C", "C", "C", "C", "C", "H", "H", "H", "H", "H", "H", "H", "H", "H", "H", "H", "H", "H", "H", "O", "S"], "coordinates": [[2.807, 0.313, -0.464], [0.386, -1.245, -0.204], [-0.755, -0.209, 0.119], [-1.246, -0.314, 1.562], [-1.959, -0.535, -0.738], [-0.298, 1.257, -0.266], [2.763, -0.078, -1.532], [2.319, 1.290, -0.536], [3.828, 0.549, -0.152], [0.685, -1.097, -1.249], [0.046, -2.265, -0.098], [-0.430, 0.151, 2.242], [-2.215, 0.230, 1.646], [-1.508, -1.368, 1.850], [-1.759, -0.432, -1.828], [-2.863, 0.026, -0.635], [-2.371, -1.536, -0.415], [-1.194, 1.783, -0.322], [0.086, 1.226, -1.298], [1.284, 1.257, 0.888], [0.432, 1.852, 0.752], [1.964, -0.854, 0.679]], "mulliken_charge": [-0.925, -0.805, 1.707, -1.556, -1.943, -1.154, 0.274, 0.344, 0.358, 0.299, 0.488, 0.291, 0.403, 0.387, 0.385, 0.487, 0.394, 0.602, 0.335, 0.345, -0.577, -0.141], "spin_multiplicity": 1, "smiles": "CSCC(C)(C)CO", "e_lumo_ev": 0.8, "e_above_lowest_kcal_mol": 15.7, "homo_energy_ev": -8.85, "homo_lumo_gap_ev": 9.6}

=====

# 3
{"formula": "C3H6AgO3", "method": "ωB97M-V/def2-TZVPD", "elements": ["C", "O", "C", "C", "O", "H", "H", "H", "H", "H", "Ag", "O", "H"], "coordinates": [[1.940, -1.636, 0.080], [0.750, -0.902, 0.291], [-0.478, -1.600, 0.086], [-1.537, -0.513, 0.347], [-2.721, -0.809, 0.291], [2.778, -0.960, 0.278], [1.979, -2.494, 0.767], [1.989, -1.993, -0.959], [-0.561, -2.440, 0.796], [-0.536, -1.978, -0.949], [0.052, 1.022, 0.814], [0.117, 2.313, -0.581], [-0.441, 3.077, -0.722]], "mulliken_spin": [0.001, -0.027, 0.118, 0.418, 0.181, 0.000, -0.001, 0.002, 0.003, 0.001, 0.171, 0.141, -0.008], "spin_multiplicity": 2, "e_lumo_ev": [0.1, -1.3], "e_above_lowest_kcal_mol": 13.6, "homo_energy_ev": [-8.16, -8.42], "homo_lumo_gap_ev": [8.3, 7.1]}

=====

# 4
{"formula": "C15H15N2NiO6", "method": "ωB97M-V/def2-TZVPD", "elements": ["O", "C", "Ni", "C", "O", "C", "O", "C", "O", "C", "O", "H", "C", "C", "N", "C", "C", "C", "O", "C", "C", "C", "C", "N", "C", "H", "H", "H", "H", "H", "H", "H", "H", "H", "H", "H", "H", "H", "H"], "coordinates": [[-0.636, -4.231, -3.010], [-0.844, -3.309, -2.377], [-3.288, -1.483, -2.184], [-4.268, -0.145, -1.702], [-4.848, 0.794, -1.379], [-4.582, -2.191, -3.268], [-5.605, -2.407, -3.796], [-3.642, -2.294, -0.542], [-3.869, -2.870, 0.429], [-3.073, -0.851, -3.906], [-2.799, -0.792, -5.030], [-3.658, -2.957, -2.850], [2.826, -0.918, 3.703], [3.328, -0.042, 2.587], [2.288, 0.589, 1.773], [1.861, 1.940, 2.174], [2.921, 2.989, 1.824], [1.537, -0.255, 0.979], [1.675, -1.476, 1.048], [0.570, 0.289, -0.080], [0.705, 1.547, -0.685], [-0.243, 1.966, -1.618], [-1.297, 1.106, -1.948], [-1.414, -0.107, -1.410], [-0.500, -0.539, -0.526], [2.132, -0.353, 4.321], [3.652, -1.244, 4.334], [2.333, -1.809, 3.326], [3.935, 0.759, 3.010], [3.944, -0.610, 1.882], [0.899, 2.199, 1.710], [1.727, 1.954, 3.268], [3.237, 2.896, 0.771], [2.521, 4.006, 1.975], [3.801, 2.855, 2.474], [1.535, 2.193, -0.395], [-0.208, 2.946, -2.082], [-2.050, 1.415, -2.669], [-0.603, -1.558, -0.132]], "mulliken_spin": [-0.001, 0.005, 1.036, 0.110, -0.017, 0.336, 0.129, 0.046, -0.016, 0.142, 0.076, 0.085, 0.000, 0.000, 0.000, 0.000, 0.000, 0.001, 0.000, 0.003, -0.005, 0.010, 0.008, 0.077, -0.005, 0.000, 0.000, 0.000, 0.000, 0.000, 0.000, 0.000, 0.000, 0.000, 0.000, -0.001, 0.002, -0.020, -0.001], "spin_multiplicity": 3, "e_lumo_ev": [-4.5, -4.8], "e_above_lowest_kcal_mol": 0.0, "homo_energy_ev": [-11.82, -11.84], "homo_lumo_gap_ev": [7.4, 7.1], "charge": 1}

=====

# 5
{"formula": "C32H26ClF3N7O8Tc", "method": "ωB97M-V/def2-TZVPD", "elements": ["Tc", "F", "C", "C", "C", "C", "C", "F", "C", "C", "C", "C", "C", "C", "N", "H", "H", "H", "H", "H", "H", "F", "C", "C", "C", "C", "O", "C", "C", "N", "C", "C", "C", "C", "C", "C", "N", "C", "C", "N", "C", "C", "C", "O", "O", "H", "H", "H", "H", "H", "H", "H", "H", "H", "H", "H", "H", "H", "H", "H", "H", "H", "H", "O", "Cl", "O", "O", "O", "N", "C", "O", "C", "C", "N", "C", "N", "H", "H"], "coordinates": [[1.935, 1.167, 2.715], [-1.588, -2.153, 5.117], [-0.725, -1.136, 5.235], [-0.076, -0.674, 4.104], [0.808, 0.379, 4.245], [1.034, 0.971, 5.501], [0.359, 0.454, 6.597], [0.553, 0.986, 7.818], [-0.524, -0.597, 6.490], [1.970, 2.098, 5.509], [2.379, 2.860, 6.595], [3.276, 3.896, 6.401], [3.763, 4.175, 5.129], [3.329, 3.395, 4.086], [2.454, 2.394, 4.280], [-0.245, -1.149, 3.147], [-1.037, -0.981, 7.360], [1.999, 2.634, 7.577], [3.602, 4.486, 7.248], [4.467, 4.972, 4.948], [3.671, 3.544, 3.068], [-3.687, -2.862, -1.043], [-2.756, -1.983, -1.492], [-2.179, -1.119, -0.584], [-1.185, -0.260, -0.993], [0.827, 0.308, 0.306], [1.182, -0.280, 1.344], [1.524, 1.207, -0.543], [0.733, 1.581, -1.794], [0.248, 0.608, -2.716], [0.720, 0.653, -4.069], [2.187, 0.848, -4.281], [1.567, -0.487, -4.567], [-0.766, -0.244, -2.336], [-1.401, -1.094, -3.236], [-2.394, -1.982, -2.826], [-2.990, -2.832, -3.801], [-2.110, -3.788, -4.445], [-2.665, -4.152, -5.807], [-4.044, -4.730, -5.608], [-4.942, -3.754, -4.888], [-4.305, -3.387, -3.560], [2.782, 1.939, -0.164], [3.459, 2.452, -1.022], [2.984, 1.984, 1.119], [-2.491, -1.137, 0.453], [1.206, 2.427, -2.277], [0.042, 1.126, -4.774], [2.817, 0.941, -3.404], [2.489, 1.466, -5.114], [1.769, -1.287, -3.867], [1.457, -0.796, -5.599], [-1.123, -1.056, -4.282], [-2.000, -4.706, -3.841], [-1.116, -3.367, -4.572], [-2.056, -4.887, -6.328], [-2.784, -3.262, -6.422], [-3.960, -5.573, -5.035], [-4.453, -5.012, -6.498], [-5.912, -4.228, -4.753], [-5.042, -2.882, -5.530], [-4.282, -4.271, -2.907], [-4.942, -2.647, -3.082], [5.049, -1.700, 3.380], [3.831, -1.313, 2.773], [3.909, -1.257, 1.354], [3.595, 0.157, 3.258], [2.705, -2.054, 3.238], [-0.233, 4.483, 2.049], [-0.022, 3.302, 1.437], [0.384, 2.333, 2.207], [-0.255, 3.144, 0.077], [0.004, 1.863, -0.565], [-0.534, 0.593, -0.041], [-0.625, 4.256, -0.722], [-0.921, 5.174, -1.357], [-0.090, 4.556, 3.039], [-0.608, 5.266, 1.540]], "mulliken_spin": [2.801, -0.002, -0.022, 0.024, -0.114, -0.007, -0.023, -0.001, 0.044, 0.069, -0.004, 0.016, -0.010, 0.013, -0.030, 0.003, 0.002, 0.001, 0.000, 0.000, -0.005, 0.000, 0.000, -0.001, 0.000, -0.010, 0.019, 0.019, 0.002, -0.002, 0.000, 0.000, 0.000, 0.000, 0.000, 0.000, 0.000, 0.000, 0.000, 0.000, 0.000, 0.000, 0.010, 0.016, 0.066, 0.000, 0.002, 0.000, 0.000, 0.000, 0.000, 0.000, 0.000, 0.000, 0.000, 0.000, 0.000, 0.000, 0.000, 0.000, 0.000, 0.000, 0.000, -0.001, 0.005, 0.004, 0.026, 0.006, 0.005, -0.005, 0.064, 0.014, -0.004, 0.002, -0.001, 0.005, 0.001, 0.000], "spin_multiplicity": 4, "e_lumo_ev": [-3.1, -3.4], "homo_energy_ev": [-10.09, -10.08], "homo_lumo_gap_ev": [6.9, 6.7], "charge": 1}

=====

Number 1: E -61024.5923 eV. Number 2: E -19330.7396 eV. Number 3: E -13345.2859 eV. Number 4: E -72095.6070 eV. Number 5: E -83274.7967 eV.